(1)
C22H50NPPbSi4 as an isolated structure, computed with wB97M-V/def2-TZVPD.

Geometry as XYZ:
```
79
Properties=species:S:1:pos:R:3:forces:R:3
C -2.83433 0.23770 -4.12502 -0.123 0.144 -0.025
C -2.59148 -1.01255 -3.56610 0.481 0.112 0.350
C -1.75227 -1.14640 -2.43941 -0.757 0.265 -0.621
C -1.17137 0.00426 -1.87583 -0.283 -0.047 0.354
C -1.38188 1.26012 -2.47190 -0.619 -0.085 -0.615
C -2.24255 1.37102 -3.58062 0.515 -0.256 0.219
C -1.60762 -2.53594 -1.86748 -0.222 -0.202 0.185
C -0.21326 -3.19786 -1.88426 0.171 -0.455 -0.377
N 0.95507 -2.34432 -1.70457 -0.096 0.973 0.828
Pb -0.10462 0.03826 0.15776 0.165 -1.445 0.863
C -0.72273 2.53408 -1.98099 0.107 0.122 0.308
P 0.98431 2.22838 -1.33531 0.202 0.452 -1.020
H -3.06323 -1.90102 -3.98303 0.084 0.177 0.004
H -2.40713 2.35761 -4.00550 -0.084 -0.153 -0.080
H -3.49679 0.33531 -4.98579 0.148 -0.052 0.210
H -1.27972 3.02157 -1.15722 0.032 -0.224 -0.340
H -0.62765 3.27221 -2.79677 -0.238 -0.203 0.275
H -2.02764 -2.57921 -0.84711 0.364 0.291 -0.171
H -2.25411 -3.20871 -2.45293 0.128 0.182 0.175
H -0.21472 -3.96946 -1.10081 0.112 0.249 -0.129
C 1.31750 3.88010 -0.64847 0.343 0.282 -0.042
C 1.92603 2.26204 -2.90685 0.261 0.317 -0.077
H -0.10160 -3.74637 -2.83750 -0.021 0.064 0.081
C 1.45189 -1.71736 -2.92932 -0.014 -0.081 -0.035
C 2.02591 -2.96974 -0.93385 -0.083 -0.173 0.044
H 1.34583 2.42281 1.77106 -0.111 0.143 -0.015
H 1.89013 -2.45748 -3.62370 -0.092 0.031 0.105
H 0.65838 -1.17612 -3.45795 0.084 -0.232 0.214
H 2.23214 -0.98643 -2.68233 -0.124 -0.163 0.040
H 2.46267 -3.84443 -1.44485 -0.053 0.043 0.011
H 2.83303 -2.25546 -0.75292 -0.095 0.024 -0.092
H 1.65013 -3.29316 0.04633 0.012 0.070 -0.267
H 1.91202 3.28550 -3.30810 0.088 -0.267 -0.155
H 2.96021 1.97197 -2.67839 -0.187 0.102 -0.238
H 1.51084 1.56199 -3.64548 0.065 0.166 0.294
H 1.33137 4.62438 -1.46066 -0.054 -0.031 0.383
H 0.55422 4.13950 0.10261 0.331 -0.051 -0.250
H 2.30282 3.83461 -0.16360 -0.294 0.279 -0.086
H 1.99321 2.09182 1.87545 0.269 -0.038 0.007
C 1.89261 -1.33006 3.73059 0.297 0.208 0.370
Si 0.17749 -0.69376 4.17998 -0.563 -0.262 -0.531
C -0.37368 -1.40639 5.83911 0.283 0.034 0.250
C 0.22905 1.17912 4.38478 0.223 0.161 0.239
Si -1.21807 -1.35438 2.43504 -0.252 -0.406 -0.625
Si -1.62362 -3.62751 2.78171 -0.027 0.657 0.104
C -2.61110 -3.91842 4.37285 -0.027 -0.407 -0.020
C -2.59939 -4.38559 1.35578 -0.044 -0.319 0.026
C 0.02964 -4.52819 2.91300 -0.096 -0.378 0.060
Si -3.27742 -0.29543 2.56734 0.668 -0.637 0.120
C -3.84783 -0.20360 4.36100 -0.487 0.371 -0.017
C -3.13454 1.43807 1.83463 -0.274 0.228 0.096
C -4.53127 -1.26103 1.54052 -0.321 0.244 0.010
H 2.59225 -0.96882 4.50000 0.084 -0.187 -0.223
H 2.22511 -0.94383 2.75556 -0.126 -0.059 0.218
H 1.93732 -2.42540 3.70062 0.009 0.277 0.016
H 0.31017 -1.00997 6.60506 -0.151 -0.119 -0.007
H -1.39356 -1.10618 6.11523 0.216 -0.047 -0.155
H -0.31638 -2.50093 5.88009 0.013 0.217 -0.059
H 1.03314 1.62583 3.78982 -0.222 -0.087 0.143
H -0.71445 1.66967 4.11284 0.170 -0.129 0.094
H 0.44084 1.39653 5.44268 -0.071 0.098 -0.217
H -3.59587 -3.43391 4.34726 0.210 -0.066 -0.062
H -2.77930 -5.00170 4.46914 -0.049 0.146 0.095
H -2.08974 -3.58250 5.27690 -0.100 -0.019 -0.247
H -1.97153 -4.52196 0.46556 -0.107 0.045 0.159
H -2.95652 -5.37884 1.66694 0.035 0.134 -0.146
H -3.47379 -3.78897 1.07279 0.209 -0.109 0.052
H 0.55748 -4.53317 1.94963 -0.089 0.045 0.189
H 0.69250 -4.09098 3.66885 -0.187 -0.101 -0.134
H -0.16272 -5.57378 3.19642 0.157 0.129 -0.059
H -3.12589 0.32364 4.99919 -0.113 -0.110 -0.175
H -4.79362 0.35956 4.38754 0.106 -0.095 0.210
H -4.03382 -1.19448 4.79597 0.109 0.203 -0.167
H -2.78823 1.41939 0.78860 -0.129 -0.048 0.183
H -4.13647 1.89491 1.84775 0.271 0.103 -0.099
H -2.45550 2.07892 2.41478 -0.154 -0.135 -0.116
H -4.21181 -1.35384 0.49273 -0.025 0.018 0.231
H -4.71897 -2.26633 1.93900 0.059 0.255 -0.034
H -5.48386 -0.70983 1.55392 0.085 -0.181 -0.085
```
Forces are in eV/Å.

Energy relative to the best compared isomer or geometry (same formula, charge and spin) in kcal/mol: 0.0
Kohn-Sham gap (alpha / beta) in eV: 5.127 / 5.127
HOMO energy (alpha / beta) in Ha: -0.2067 / -0.2067
Total charge: 0
M in g mol⁻¹: 679.17
2S+1: 1


(2)
C22H50O3P2STi as an isolated structure, computed with wB97M-V/def2-TZVPD.

Geometry as XYZ:
```
79
Properties=species:S:1:pos:R:3:forces:R:3
Ti -0.08379 -0.19267 -0.67675 0.581 -1.676 -1.012
C 0.90912 0.18430 0.97457 3.702 2.814 6.431
O 1.47239 0.55365 1.94908 -2.643 -2.115 -4.936
C -1.98771 0.20133 -0.30254 -9.058 3.062 0.568
O -3.11002 0.57092 -0.26029 6.228 -2.359 -0.197
P 0.29282 2.18288 -1.20988 0.295 3.115 -0.882
C 0.13939 2.16434 -3.06410 0.114 -0.837 -0.318
H 0.07805 3.22300 -3.36277 -0.006 -0.262 0.496
C -1.07477 3.37966 -0.72206 -0.903 -0.784 0.665
H -1.96066 2.71922 -0.76565 0.128 0.468 -0.037
C 1.91334 3.07661 -1.00493 1.171 -0.625 0.536
H 2.62652 2.30831 -1.35810 -0.103 0.258 0.035
C 1.70052 -3.18772 1.53755 0.837 1.007 0.280
P 0.19966 -2.47606 0.68414 0.573 -2.851 -0.395
H -0.16147 -4.24758 -0.97966 0.021 0.285 -0.081
H 2.50718 -2.85728 0.86356 -0.094 -0.118 0.168
C -1.20471 -3.60823 1.21308 -1.202 0.559 0.579
H -0.85064 -4.59966 0.89840 0.486 0.354 0.027
C -0.91777 3.86178 0.72211 -0.216 0.025 0.314
H -1.90657 4.11945 1.12448 0.213 0.092 -0.185
H -0.29771 4.76319 0.78639 -0.165 -0.272 -0.010
H -0.49574 3.09467 1.38328 0.085 0.124 -0.023
C -1.30827 4.55228 -1.67438 0.281 0.006 -0.380
H -0.46707 5.25014 -1.66931 -0.268 -0.105 -0.016
H -2.19747 5.09548 -1.33299 0.125 -0.144 0.051
H -1.50062 4.23616 -2.70198 -0.084 0.161 0.152
C 2.07307 4.32771 -1.87803 -0.378 0.317 -0.297
H 1.78337 4.18545 -2.92170 0.109 0.171 0.196
H 3.13457 4.61948 -1.87711 -0.279 -0.225 0.107
H 1.50573 5.17204 -1.46535 0.261 -0.243 -0.105
C 2.29212 3.42112 0.43870 -0.100 -0.001 0.206
H 3.31374 3.82605 0.44504 -0.273 -0.169 -0.007
H 2.26784 2.54893 1.09345 0.156 0.203 0.009
H 1.63231 4.18552 0.85862 0.302 -0.138 -0.108
C 1.41972 1.59524 -3.70387 0.393 0.130 0.263
H 2.23871 2.31511 -3.67530 -0.202 0.036 -0.223
H 1.21662 1.31697 -4.74213 0.174 0.013 0.107
H 1.79440 0.70907 -3.17525 0.165 0.529 -0.319
C -1.17214 1.50596 -3.51570 -0.165 0.299 -0.020
H -1.26931 0.44390 -3.23095 -0.094 0.046 -0.088
H -1.22180 1.56039 -4.61403 -0.177 -0.182 0.323
H -2.04513 2.02834 -3.10033 0.149 -0.113 -0.224
C 1.69801 -4.71988 1.59368 -0.518 -0.239 -0.151
H 1.48809 -5.18373 0.62403 0.040 -0.024 0.235
H 0.97715 -5.09786 2.32979 0.204 0.077 -0.178
H 2.69431 -5.06061 1.90886 -0.178 0.244 -0.084
C 1.98915 -2.57607 2.91190 0.098 0.042 0.126
H 1.25057 -2.86246 3.66765 0.199 -0.019 -0.128
C -0.39874 -2.27942 -1.91864 0.587 -0.318 0.634
H 2.05582 -1.48480 2.87215 0.135 -0.251 0.123
H 2.96410 -2.95314 3.24531 -0.222 0.128 0.014
C 1.77545 -3.40881 -1.54109 -0.082 0.115 -0.220
H 0.34215 -1.41057 -1.93313 -0.277 -1.078 -0.897
H -0.43978 -2.61705 -2.95211 -0.117 0.296 -0.193
H -1.41640 -1.95192 -1.60655 0.118 0.051 0.052
C 0.32993 -3.26754 -1.01791 0.395 0.581 -0.082
H 1.75243 -3.52330 -2.63287 0.053 -0.194 0.195
H 2.29644 -4.27030 -1.11491 -0.109 0.207 -0.135
H 2.38854 -2.51187 -1.34372 -0.154 -0.116 0.017
C -2.48354 -3.31326 0.45159 -0.382 0.210 -0.340
H -2.85721 -2.30450 0.69355 -0.029 -0.342 -0.050
H -3.26651 -4.03013 0.74741 0.269 0.231 -0.119
H -2.35098 -3.40662 -0.63264 -0.255 -0.147 0.215
C -1.46665 -3.61234 2.70177 -0.043 0.012 0.766
H -2.01656 -2.71059 3.01634 0.191 -0.516 -0.120
H -0.55599 -3.71344 3.31338 -0.431 -0.094 -0.246
H -2.11544 -4.48268 2.91465 0.277 0.357 0.015
H 0.88283 -0.89128 -3.38716 -0.468 0.438 -0.679
H 0.33376 -0.38045 -3.49370 0.581 -0.816 -0.284
C -2.39071 1.74687 3.14194 0.239 0.701 -0.833
S -1.73514 0.19090 2.51387 -2.251 -0.839 2.183
C -0.76823 -0.28541 3.96560 1.099 -0.256 -0.406
O -2.91132 -0.72716 2.49375 1.334 0.854 -1.027
H -1.58199 2.34809 3.55634 0.024 -0.004 -0.069
H -3.13399 1.49823 3.90466 0.064 -0.301 -0.093
H -2.85345 2.26218 2.30147 -0.184 0.087 0.154
H -1.45577 -0.78469 4.65528 -0.130 0.102 -0.239
H 0.03162 -0.96160 3.64784 -0.180 0.004 0.274
H -0.32979 0.60772 4.41431 -0.034 -0.040 -0.084
```
Forces are in eV/Å.

Energy relative to the best compared isomer or geometry (same formula, charge and spin) in kcal/mol: 102.5
Kohn-Sham gap (alpha / beta) in eV: 5.175 / 5.169
HOMO energy (alpha / beta) in Ha: -0.8131 / -0.8131
Total charge: +4
M in g mol⁻¹: 504.52
2S+1: 1


(3)
C22H50P2Si2Sr as an isolated structure, computed with wB97M-V/def2-TZVPD.

Geometry as XYZ:
```
77
Properties=species:S:1:pos:R:3:forces:R:3
P 0.12837 -1.33415 -6.36124 -0.329 -0.662 -1.283
P 0.08439 1.73868 -6.26377 0.165 0.664 -1.052
C -0.22338 -0.45872 -7.98646 -0.057 -0.164 0.315
C 0.31034 0.96579 -7.96316 0.086 0.113 0.330
H -1.30884 -0.46631 -8.12909 0.042 0.055 0.038
H 0.21993 -1.04620 -8.80298 -0.207 0.108 0.118
H 1.38215 0.98235 -8.18814 -0.055 -0.047 0.045
H -0.19295 1.59965 -8.70737 0.221 -0.105 0.116
C -1.53153 2.54005 -6.66057 -0.080 0.082 0.218
H -1.77285 3.26357 -5.87398 -0.096 -0.097 -0.142
H -2.32469 1.78437 -6.69558 0.075 0.160 0.010
H -1.47370 3.05704 -7.63096 -0.075 -0.123 0.313
C 1.17065 3.18938 -6.58627 -0.081 0.251 0.084
H 0.88939 3.69522 -7.52363 0.163 -0.082 0.283
H 2.21027 2.84988 -6.64979 -0.134 0.121 0.021
H 1.08053 3.89038 -5.74681 0.103 -0.036 -0.229
C -0.97159 -2.77152 -6.69291 0.110 -0.259 0.049
H -0.81050 -3.52587 -5.91214 -0.130 0.060 -0.223
H -0.76204 -3.20974 -7.68168 -0.146 0.052 0.297
H -2.01355 -2.43876 -6.65057 0.109 -0.123 0.002
C 1.71160 -2.10008 -6.92483 0.103 -0.086 0.205
H 2.50130 -1.34157 -6.95892 -0.054 -0.156 -0.003
H 1.58596 -2.54496 -7.92444 0.091 0.104 0.324
H 2.00514 -2.87944 -6.21323 0.086 0.108 -0.135
Sr 0.34770 0.28134 1.11393 -0.439 -0.412 -0.313
C 0.62005 1.75933 -2.06841 -0.517 0.534 0.252
C -0.71807 1.68222 -2.15697 0.179 0.313 0.301
C -1.50480 0.75639 -3.03046 -0.350 -0.308 -0.518
C -1.87714 -0.62052 -2.42932 -0.246 0.512 -0.204
C -0.77948 -1.41911 -1.79962 0.466 -0.539 0.236
C 0.53550 -1.36314 -2.06639 -0.225 -0.342 0.537
C 1.19149 -0.53861 -3.12237 0.209 0.265 -0.568
C 1.64562 0.87158 -2.69395 0.254 -0.447 -0.218
C 0.34497 -2.17120 1.84858 0.029 0.392 -0.120
H 1.05344 2.61889 -1.53737 -0.272 -0.311 0.075
H -1.35076 2.40365 -1.61641 0.586 -0.126 -0.095
H -1.00072 0.63857 -3.99954 -0.142 -0.039 0.355
H -2.45590 1.26330 -3.25845 0.224 -0.148 0.026
H -2.64606 -0.44866 -1.65928 0.098 -0.166 -0.213
H -2.35574 -1.20042 -3.23992 0.082 0.058 0.386
H -1.14259 -2.16801 -1.07818 0.379 0.368 -0.142
H 1.23364 -2.02786 -1.53268 -0.591 0.167 0.024
H 0.55546 -0.49101 -4.01756 0.386 0.097 0.437
H 2.10038 -1.07960 -3.42794 -0.200 0.157 -0.056
H 2.47921 0.75739 -1.97996 -0.106 0.122 -0.150
H 2.07007 1.36987 -3.58128 -0.037 -0.051 0.254
H 1.01136 -2.20964 2.72888 -0.118 -0.305 -0.178
H 0.83100 -2.68599 1.00350 0.045 -0.235 0.243
H -0.59544 -2.69173 2.08761 0.355 0.070 -0.103
C 1.57754 2.57327 2.56280 0.608 0.257 -0.052
Si -0.25394 3.09084 2.59020 -1.620 -1.074 0.362
C -0.49841 4.19313 4.09133 0.450 0.542 0.097
C -0.57827 4.11208 1.05058 0.193 0.426 -0.131
C -1.34771 1.60229 2.58782 0.348 0.190 -0.402
Si -1.63140 0.66179 4.14407 0.091 0.342 -0.506
C -2.77776 1.61130 5.30144 -0.123 -0.054 0.321
C -2.44041 -1.01126 3.85951 -0.166 -0.216 0.204
C -0.00783 0.34184 5.06796 0.080 -0.030 0.249
H 2.12235 3.51030 2.75613 0.116 -0.305 -0.032
H 1.99502 2.21007 1.59748 -0.114 0.260 0.334
H 1.86191 1.86312 3.35746 -0.141 0.195 -0.213
H 0.13843 5.08768 4.01169 -0.117 -0.078 0.134
H -1.53878 4.53643 4.16636 0.181 -0.158 -0.125
H -0.24988 3.69795 5.03886 -0.030 0.000 -0.219
H -0.27431 3.62445 0.11231 -0.053 0.076 0.230
H -1.65234 4.33532 0.97975 0.250 -0.040 0.026
H -0.03368 5.06587 1.12838 -0.162 -0.140 -0.188
H -2.29861 1.78109 2.04021 0.374 -0.006 0.262
H -3.74079 1.79172 4.80238 0.179 -0.054 0.091
H -2.97419 1.03401 6.21721 -0.028 0.164 -0.121
H -2.37097 2.58861 5.59224 -0.050 -0.211 -0.068
H -1.73268 -1.79206 3.55469 -0.133 0.285 0.050
H -2.91892 -1.33717 4.79530 0.034 -0.011 -0.198
H -3.22099 -0.94232 3.09084 0.089 -0.011 0.116
H 0.67789 -0.34883 4.55336 -0.237 0.120 0.020
H 0.54944 1.26150 5.29393 -0.136 -0.117 -0.008
H -0.26549 -0.12509 6.03170 0.153 0.083 -0.181
```
Forces are in eV/Å.

Energy relative to the best compared isomer or geometry (same formula, charge and spin) in kcal/mol: 0.0
Kohn-Sham gap in eV: 6.562
HOMO energy in Ha: -0.2431
Total charge: 0
M in g mol⁻¹: 520.38
2S+1: 1